This record from the OMol25 dataset describes a gas-phase ion, C9H16NO (charge +1). The level of theory is wB97M-V/def2-TZVPD.

Last columns: bonded neighbours and bond lengths (Å).
Positions of all 27 atoms, in Å:
1 C -1.559 1.021 1.782  C2 1.307, H12 1.091, H13 1.075
2 C -1.625 0.622 0.539  C1 1.307, C3 1.539, C11 1.606
3 C -2.280 -0.701 0.103  C2 1.539, C4 1.555, H14 1.094, H15 1.007
4 C -1.363 -1.866 -0.365  C3 1.555, C5 1.579, H16 1.159, H17 1.075
5 C 0.179 -1.610 -0.144  C4 1.579, C6 1.435, H18 1.151, H19 1.044
6 C 0.756 -0.355 -0.532  C5 1.435, N7 1.295, C10 1.491
7 N 1.879 -0.071 0.048  C6 1.295, C8 1.471, O9 1.411
8 C 2.774 1.092 -0.052  N7 1.471, H20 1.069, H21 1.099, H22 1.093
9 O 2.389 -1.020 0.960  N7 1.411, H23 0.938
10 C 0.076 0.599 -1.454  C6 1.491, C11 1.496, H24 1.076, H25 1.086
11 C -0.774 1.437 -0.552  C2 1.606, C10 1.496, H26 1.103, H27 1.038
12 H -1.038 1.949 2.022  C1 1.091
13 H -2.220 0.606 2.521  C1 1.075
14 H -2.978 -0.463 -0.705  C3 1.094
15 H -2.821 -1.169 0.812  C3 1.007
16 H -1.586 -2.863 0.180  C4 1.159
17 H -1.588 -2.025 -1.405  C4 1.075
18 H 0.657 -1.821 0.882  C5 1.151
19 H 0.621 -2.358 -0.725  C5 1.044
20 H 2.613 1.683 -0.928  C8 1.069
21 H 3.794 0.683 -0.084  C8 1.099
22 H 2.462 1.821 0.699  C8 1.093
23 H 2.945 -0.583 1.577  O9 0.938
24 H -0.538 0.064 -2.157  C10 1.076
25 H 0.766 1.202 -2.037  C10 1.086
26 H -0.096 2.064 0.051  C11 1.103
27 H -1.445 2.061 -1.038  C11 1.038

SMILES: C=C1CCC/C(=[N+](/C)O)CC1
DFT total energy (eV): -13120.3647
Orbital gap (eV): 9.7
Charge: +1
E_HOMO (eV): -13.24
Energy above the lowest of the compared OMol25 structures with the same formula, charge and spin (eV): 3.492